Molecular formula: C5H7F2NO2S
Method: DFT, ωB97M-V with the def2-TZVPD basis set

Results
Total charge: 0
Energy relative to the best compared isomer or geometry (same formula, charge and spin) (kcal per mole): 0.0
SMILES string: C#CN([C@@H](F)CC)S(=O)(=O)F
HOMO (hartree): -0.37816
LUMO level (eV): 0.7022

```
18
Properties=species:S:1:pos:R:3:forces:R:3:lowdin_charge:R:1
C -1.654 0.603 2.096 0.28 -0.36 0.56 0.1734
C -1.263 0.022 1.131 -0.77 -0.47 -0.37 -0.2079
N -1.017 -0.725 0.005 1.07 0.05 0.01 -0.1033
C -0.631 0.085 -1.163 -0.23 1.22 -0.82 -0.3434
F -1.810 0.649 -1.620 -0.20 -0.11 0.00 0.0160
C 0.313 1.255 -0.884 0.56 -0.17 -0.54 -0.1731
C 1.607 0.889 -0.133 -0.58 0.57 0.64 -0.0790
S -0.010 -2.022 0.302 1.66 -0.34 0.45 0.6120
O 0.699 -1.851 1.508 -0.74 0.04 1.15 -0.2135
O 0.813 -2.318 -0.809 -1.03 -0.18 -1.20 -0.2234
F -1.034 -3.183 0.502 0.06 0.59 -0.21 -0.1089
H -1.865 0.909 3.092 -0.12 0.44 -0.11 0.0454
H -0.262 -0.511 -1.996 0.06 -0.53 0.54 0.1518
H -0.256 2.062 -0.414 0.13 -0.22 0.21 0.1175
H 0.604 1.642 -1.868 -0.28 -0.12 0.05 0.1187
H 1.397 0.928 0.942 0.17 -0.36 -0.11 0.0729
H 2.368 1.657 -0.297 -0.06 -0.19 -0.18 0.0778
H 2.002 -0.092 -0.396 0.01 0.15 -0.06 0.0670
```
Positions in Å, forces in eV/Å.



Molecular formula: C36H60BrIN8O8S2
Method: DFT, ωB97M-V with the def2-TZVPD basis set

Results
Total charge: 0
SMILES string: CCCNc1c(N)c(CCCI)c2c(c1CC(=O)Br)C(=O)N(CCCSC(=S)N1CCOCC1)C2=O.CN(C)C=O.CN(C)C=O.CN(C)C=O.CN(C)C=O
HOMO (hartree): -0.29363
LUMO level (eV): -0.5395

```
116
Properties=species:S:1:pos:R:3:forces:R:3:lowdin_charge:R:1
C 5.046 0.282 0.402 0.00 -0.70 0.87 -0.1240
C 4.118 -0.691 1.231 1.34 -0.13 -0.47 -0.1966
C 3.812 -1.965 0.348 0.64 -0.78 0.83 -0.1975
N 2.367 -2.261 0.128 0.39 1.22 -0.56 0.0124
C 1.579 -1.152 -0.289 -1.36 1.15 0.18 -0.1160
C 1.938 -0.282 -1.451 -1.14 0.71 -0.04 -0.1251
N 3.129 -0.535 -2.240 -1.70 -1.23 0.40 0.1075
C 1.104 0.852 -1.892 -1.10 -0.66 1.68 -0.0886
C 1.393 1.786 -3.107 0.55 0.33 0.70 -0.1261
C 2.572 2.830 -2.839 0.20 -0.06 0.55 -0.2734
C 2.646 3.252 -1.319 -0.52 -0.95 -0.85 -0.6199
I 3.652 5.157 -1.103 -0.41 -0.58 0.00 0.8401
C -0.115 1.093 -1.137 1.43 -1.45 0.88 -0.0258
C -0.474 0.225 0.007 0.84 0.73 -1.29 -0.0223
C 0.333 -0.884 0.453 0.26 1.51 -1.41 -0.0738
C -0.188 -1.721 1.657 -1.00 0.46 -0.44 -0.0969
C 0.278 -1.080 3.008 0.51 -0.46 -0.22 -0.7385
O 1.411 -0.896 3.300 -0.31 -0.14 -0.33 0.0226
Br -1.063 -0.543 4.369 0.05 -0.34 -0.59 0.6698
C -1.843 0.786 0.499 2.12 -1.08 -0.96 -0.3573
O -2.311 0.705 1.596 -0.39 0.17 -0.58 0.0851
N -2.376 1.443 -0.686 -1.22 0.84 0.49 -0.0022
C -2.917 0.412 -1.622 -0.86 -0.21 -0.43 -0.1516
C -4.460 0.563 -1.903 -0.46 -0.51 -0.87 -0.2012
C -5.277 -0.754 -1.586 -0.19 0.00 -0.83 -0.4665
S -5.062 -1.322 0.154 0.23 0.63 0.72 0.8184
C -6.692 -1.528 0.952 -1.57 -1.10 -0.49 -1.0671
S -7.647 -2.769 0.429 0.72 1.15 0.43 0.6678
N -7.180 -0.638 2.003 1.97 -0.14 -1.64 -0.1930
C -7.416 0.663 1.325 -1.06 1.38 -0.43 -0.1641
C -6.582 1.877 1.858 -1.26 -0.32 -0.20 -0.1663
O -6.766 1.898 3.295 0.80 -0.95 -0.65 -0.1427
C -5.943 0.825 3.765 1.58 -0.07 0.08 -0.1860
C -6.213 -0.590 3.121 0.20 -0.54 1.78 -0.1643
C -1.251 2.146 -1.306 1.29 -2.40 0.58 -0.3477
O -1.258 3.240 -1.778 -0.16 -0.36 -0.04 0.1516
H 5.611 0.912 1.133 -0.62 -0.05 -0.83 0.0770
H 4.486 0.866 -0.356 0.63 -0.34 0.63 0.0330
H 5.814 -0.365 -0.111 -0.74 0.71 0.29 0.0805
H 4.747 -1.028 2.106 -0.79 0.20 -0.76 0.1093
H 3.218 -0.198 1.670 0.58 -0.37 -0.64 0.0871
H 4.370 -1.972 -0.627 -0.61 0.37 0.95 0.0996
H 4.224 -2.849 0.915 -0.56 0.79 -0.72 0.0866
H 2.028 -2.678 0.992 -0.21 0.34 -0.40 0.0848
H 3.177 -1.563 -2.281 0.52 0.48 0.02 0.0890
H 2.958 -0.255 -3.213 0.11 0.20 0.54 0.0816
H 0.466 2.395 -3.286 0.84 -0.84 0.01 0.1085
H 1.680 1.208 -4.022 -0.52 0.37 0.65 0.1095
H 3.564 2.377 -3.098 -0.83 0.44 0.17 0.0963
H 2.419 3.734 -3.477 0.03 -0.81 0.40 0.0845
H 1.619 3.383 -0.901 0.90 0.08 -0.25 0.0417
H 3.170 2.423 -0.780 -0.26 1.23 -0.08 0.0354
H -1.311 -1.685 1.614 1.10 -0.04 0.16 0.1082
H 0.087 -2.809 1.573 0.01 1.10 0.42 0.1298
H -2.369 0.468 -2.606 -0.40 -0.01 1.01 0.1419
H -2.739 -0.624 -1.222 0.10 0.90 -0.23 0.1157
H -4.930 1.467 -1.445 0.65 -0.81 -0.03 0.1150
H -4.570 0.700 -3.020 -0.06 -0.09 1.06 0.1125
H -4.905 -1.589 -2.246 -0.32 0.79 0.68 0.0796
H -6.366 -0.649 -1.819 0.89 0.05 0.25 0.0732
H -8.502 0.923 1.496 1.06 -0.22 -0.08 0.1322
H -7.325 0.577 0.202 0.17 0.00 1.12 0.1126
H -5.503 1.811 1.567 -0.73 0.15 0.34 0.1230
H -7.072 2.803 1.453 0.69 -0.77 0.36 0.1351
H -4.876 1.105 3.501 -0.94 -0.28 0.25 0.1174
H -5.940 0.725 4.884 -0.56 0.36 -1.10 0.1299
H -5.203 -1.041 2.887 -0.99 0.54 -0.14 0.1036
H -6.630 -1.250 3.938 0.30 0.58 -0.88 0.1228
C 5.357 -5.574 2.066 -0.07 -0.13 0.03 -0.3365
O 5.371 -4.358 2.058 -0.14 -0.11 0.08 0.0053
N 4.281 -6.339 2.368 0.37 0.02 -0.12 -0.2001
C 4.337 -7.787 2.359 -0.23 0.20 0.06 -0.0591
C 3.033 -5.684 2.712 0.20 0.23 -0.01 -0.0388
H 6.254 -6.166 1.820 -0.03 -0.06 0.01 0.1339
H 3.612 -8.170 1.637 0.07 -0.16 0.05 0.0896
H 4.089 -8.162 3.355 0.03 -0.16 -0.08 0.0899
H 5.332 -8.135 2.085 -0.03 0.10 0.01 0.0838
H 2.714 -5.056 1.877 -0.10 0.01 0.08 0.0816
H 3.187 -5.048 3.586 -0.14 0.03 -0.04 0.0972
H 2.263 -6.423 2.929 0.11 -0.02 -0.04 0.0878
C 3.069 4.076 2.567 -0.17 -0.01 0.10 -0.3665
O 3.648 3.298 1.836 -0.09 -0.21 0.07 -0.0292
N 1.869 3.844 3.151 0.28 0.24 -0.06 -0.1922
C 1.230 4.817 4.014 -0.08 -0.29 -0.11 -0.0589
C 1.204 2.576 2.903 0.27 0.01 -0.13 -0.0335
H 3.491 5.064 2.816 -0.06 0.03 0.03 0.1311
H 1.085 4.379 5.004 -0.08 0.16 0.04 0.0888
H 0.260 5.089 3.592 -0.01 0.11 0.15 0.0901
H 1.842 5.714 4.107 0.02 -0.08 -0.06 0.0826
H 1.847 1.759 3.235 -0.13 -0.07 -0.07 0.0845
H 1.027 2.465 1.829 -0.04 -0.14 0.03 0.0867
H 0.254 2.534 3.436 0.07 0.07 0.00 0.0814
C -6.685 -1.612 -5.121 -0.08 -0.12 0.04 -0.3632
O -6.697 -0.396 -5.139 -0.13 -0.05 0.12 0.0055
N -7.726 -2.400 -4.764 0.39 0.04 -0.12 -0.2017
C -7.635 -3.847 -4.765 -0.23 0.18 0.09 -0.0581
C -8.974 -1.774 -4.367 0.17 0.23 -0.07 -0.0395
H -5.786 -2.185 -5.404 -0.03 -0.09 0.00 0.1312
H -8.382 -4.254 -5.451 0.07 -0.15 0.05 0.0893
H -7.827 -4.220 -3.756 0.03 -0.15 -0.07 0.0890
H -6.645 -4.173 -5.083 -0.03 0.10 0.01 0.0830
H -9.348 -1.161 -5.190 -0.09 0.03 0.12 0.0941
H -8.796 -1.127 -3.505 -0.15 0.02 -0.03 0.0872
H -9.714 -2.531 -4.110 0.12 -0.02 -0.02 0.0879
C 7.046 2.431 -1.213 0.05 0.08 0.01 -0.3353
O 5.889 2.434 -1.587 0.21 0.25 -0.23 -0.0192
N 7.902 3.478 -1.297 -0.05 -0.43 0.12 -0.1957
C 9.269 3.392 -0.827 -0.20 0.21 -0.13 -0.0621
C 7.433 4.723 -1.875 -0.20 -0.12 -0.01 -0.0624
H 7.503 1.536 -0.758 0.06 0.01 0.03 0.1288
H 9.429 4.140 -0.047 0.17 -0.07 0.00 0.0889
H 9.949 3.587 -1.660 0.13 -0.02 0.13 0.0874
H 9.479 2.403 -0.420 -0.09 0.03 -0.03 0.0829
H 6.587 5.091 -1.295 0.04 0.07 -0.15 0.0053
H 7.101 4.540 -2.899 -0.06 0.16 0.03 0.0938
H 8.230 5.467 -1.875 0.03 -0.13 0.03 0.0859
```
Positions in Å, forces in eV/Å.



Molecular formula: C4H3NO
Method: DFT, ωB97M-V with the def2-TZVPD basis set

Results
Total charge: 0
Energy relative to the best compared isomer or geometry (same formula, charge and spin) (kcal per mole): 61.4
SMILES string: C#C[C@H]1N=C1O
HOMO (hartree): -0.35486
LUMO level (eV): 0.4659

```
9
Properties=species:S:1:pos:R:3:forces:R:3:lowdin_charge:R:1
O -1.929 1.048 -0.449 0.14 0.07 -0.06 0.1370
C -0.202 -0.829 0.040 0.15 -0.21 -0.26 -0.2126
C 1.171 -0.400 -0.122 0.48 0.10 -0.07 -0.1013
C 2.297 -0.005 -0.287 -0.43 -0.17 0.10 0.1163
C -1.232 0.142 0.216 0.19 -0.21 0.28 -0.4521
N -0.974 -0.358 1.333 -0.15 0.40 -0.54 0.2347
H -1.969 1.869 0.052 -0.31 0.11 0.29 0.1289
H -0.461 -1.804 -0.364 0.11 -0.01 0.24 0.1229
H 3.299 0.339 -0.419 -0.18 -0.07 0.02 0.0261
```
Positions in Å, forces in eV/Å.



Number 1: orbital gap 10.99 eV, maximum force 1.76 eV/A. Number 2: orbital gap 7.45 eV, maximum force 2.78 eV/A. Number 3: orbital gap 10.12 eV, maximum force 0.69 eV/A.